The following is a DFT calculation (ωB97M-V with the def2-TZVPD basis set) of a molecular structure, C5H7N.

Results
Total energy, Eh: -249.28225
Relative energy (zero: lowest compared OMol25 entry of this formula, charge and spin), kJ/mol: 501.4
Max |F|, eV/A: 8.00
Orbital gap, eV: 10.11
Lowest unoccupied orbital energy, eV: 1.17
E_HOMO, hartree: -0.32845

Element x y z (Å)
1 C -0.701 -0.290 0.863
2 C -0.301 -0.909 -0.319
3 C -0.337 1.127 0.075
4 C 1.150 0.717 -0.175
5 C 1.148 -0.603 -0.296
6 H -1.648 -0.189 1.361
7 H -0.016 -0.556 1.654
8 H -0.944 -1.818 -0.568
9 H -0.646 0.439 -1.781
10 H -0.792 2.044 0.156
11 H 2.213 1.219 0.309
12 H 1.937 -1.392 -0.305
13 N -1.064 0.210 -0.974

Atoms 1-3, force components in eV/Å:
0.19 3.84 7.02
-4.24 -2.61 -3.86
0.53 -6.25 -0.98